The following is a DFT calculation (ωB97M-V with the def2-TZVPD basis set) of 17 unconnected molecules or ions with the total composition H35O17 in a non-equilibrium geometry.

Structure (XYZ):
```
52
Properties=species:S:1:pos:R:3:forces:R:3:mulliken_charge:R:1
H -0.100618 -1.240091 2.025118 0.372 -0.138 -0.391 0.20
O 2.819741 -1.243585 2.264072 -0.060 0.115 0.349 -0.58
O -0.481247 1.542742 0.801600 1.205 1.395 0.105 -0.28
H 1.683947 -2.919215 -0.214027 0.309 -0.239 -0.032 0.30
O 0.231525 3.273838 2.728568 -1.143 -0.223 -1.700 -0.66
O -3.359221 1.896621 1.958167 0.144 0.306 -0.485 -0.57
H -3.267204 1.954106 0.996975 -0.378 -0.205 -0.105 0.27
H 1.698667 0.926246 -2.955940 0.035 -0.149 -0.097 0.36
H 0.927413 2.421392 -4.683522 0.109 -0.035 -0.423 0.33
H -3.526781 -0.994331 2.428891 0.386 1.218 0.273 0.28
H 3.541366 -2.765492 -2.720497 -0.345 0.784 -0.300 0.31
H -0.954309 -0.471111 3.057558 -0.288 0.167 -0.466 0.33
H 0.307301 2.844877 3.575504 0.715 0.379 0.749 0.31
H 1.098970 1.000323 -5.342247 0.092 0.298 -0.194 0.32
H -0.419562 0.713649 1.496183 -1.037 -0.383 -0.345 0.38
O -2.769175 -1.304288 2.952232 -1.466 -1.089 -0.768 -0.59
O 1.104504 -2.375270 0.332002 -0.391 0.132 -0.253 -0.52
H 4.367195 1.524660 -2.269874 -0.551 0.716 -0.510 0.28
O 2.159860 0.343320 -2.329506 0.043 -0.194 0.243 -0.54
O 1.028037 3.874016 -0.021046 0.138 0.940 -1.084 -0.58
H -1.277797 1.908008 0.394875 -0.319 -0.674 0.174 0.27
O -0.511626 -3.502039 -3.127626 -0.024 0.388 -0.647 -0.61
O 1.834468 1.214065 3.740179 -1.032 -0.696 -0.567 -0.65
H -1.936152 -4.832904 -1.166481 -0.148 -0.139 0.001 0.31
O 0.824886 1.475727 -4.554536 -0.233 -0.138 0.589 -0.68
O -3.944416 2.250403 -1.260238 0.908 0.128 1.847 -0.61
H 1.382120 1.458021 2.923597 0.560 0.818 -0.109 0.31
H 4.735138 1.620778 -0.924076 -0.091 0.841 0.608 0.31
H -3.815964 2.731793 2.125791 -0.018 -0.147 0.384 0.30
O -4.000697 -1.697888 -1.608998 0.781 0.908 -0.332 -0.61
H -3.977308 1.345388 -1.571186 -0.482 0.302 -0.951 0.33
H 2.963653 -1.684152 -1.608672 0.329 0.284 -1.006 0.31
H 1.857781 4.038024 -0.498764 0.462 -0.729 0.600 0.30
H 0.504063 4.460370 -0.591073 -0.591 -0.176 0.545 0.29
H -3.050770 -2.232629 2.875499 0.882 -0.191 0.737 0.31
O 4.357833 2.220540 -1.589695 0.576 -1.413 -0.024 -0.61
H -2.718878 -5.104744 0.121448 -0.011 -0.118 -0.058 0.30
H 2.724059 -1.311525 1.311048 -0.096 -0.005 -0.076 0.28
H -4.242290 2.969415 -1.813095 -0.254 -0.602 -0.722 0.29
H -4.558680 -2.228434 -2.178191 -0.248 -0.316 0.412 0.32
O -0.381126 -0.356686 2.278561 0.312 0.040 0.766 -0.31
H 1.609254 0.274897 3.623374 0.844 -0.172 0.724 0.33
O 3.391252 -2.517769 -1.809762 0.049 -1.011 1.477 -0.62
H -0.202719 -4.408016 -3.054118 -0.005 0.024 0.455 0.34
H 1.734506 -0.510635 -2.448628 -0.241 0.099 -0.256 0.23
H 0.838774 3.983991 2.510355 0.372 -0.070 0.652 0.30
H 0.311060 -2.299009 -0.210331 -0.008 -0.016 0.078 0.21
H -0.077945 2.340437 1.280290 0.043 -0.281 0.051 0.44
H -0.793045 -3.142804 -2.285968 0.017 -0.408 0.232 0.26
H 2.483155 -2.082167 2.594190 0.146 -0.109 -0.062 0.31
O -1.835480 -4.924677 -0.213159 0.111 0.301 -0.024 -0.59
H -4.054863 -1.932720 -0.684608 -0.486 -0.515 -0.063 0.30
```
Forces are in eV/Å.

Values from the calculation:
Orbital gap ... 0.3783 Eh
E ... -35368.903 eV
Molar mass ... 307.26 g mol⁻¹
Charge ... +1
Energy above the lowest of the compared OMol25 structures with the same formula, charge and spin ... 3.421 eV
E_HOMO ... -13.21 eV
Lowest unoccupied orbital energy ... -2.919 eV



The following is a DFT calculation (ωB97M-V with the def2-TZVPD basis set) of 4 unconnected molecules or ions with the total composition C2H11NO3 in a non-equilibrium geometry.

Structure (XYZ):
```
17
Properties=species:S:1:pos:R:3:forces:R:3:mulliken_charge:R:1
H -0.967990 -1.271884 0.078172 0.469 0.777 -0.332 0.21
H -0.347019 2.839107 0.027223 0.188 0.120 0.824 0.27
N -0.736611 0.818905 0.179413 -0.193 1.187 -0.397 -0.39
H 0.618317 1.692850 -1.005374 1.344 0.055 -1.119 0.27
H -1.178216 -0.547865 -1.488390 0.755 0.868 1.149 0.30
H 1.797514 -0.895067 2.583528 -0.886 -1.471 -1.529 0.33
C -0.062209 1.828233 -0.220387 -1.738 -1.233 0.062 -0.29
H -2.956575 1.010583 -0.015331 -1.365 -1.710 -1.590 0.34
H 2.375469 -0.241403 0.064489 -0.404 -0.530 1.901 0.34
O 1.769636 -1.487920 1.773473 -0.049 0.457 0.518 -0.68
H 3.179465 -0.568350 -1.140197 -0.595 0.668 0.072 0.29
H 0.487904 -0.685127 -0.780316 -0.307 0.357 -0.045 0.48
H -3.312886 -0.422528 0.195403 -0.510 0.425 -1.005 0.32
O 2.482236 0.042999 -0.819675 1.340 -0.193 -1.879 -0.61
C -0.550981 -0.426102 -0.543566 -0.746 -2.160 -0.143 -0.82
O -3.512214 0.268875 -0.483708 1.701 1.234 2.575 -0.68
H 0.914159 -1.955298 1.595242 0.996 1.147 0.938 0.32
```
Forces are in eV/Å.

Values from the calculation:
SMILES ... C=NC.O.O.O
Orbital gap ... 0.3759 Eh
E ... -9883.461 eV
Molar mass ... 97.11 g mol⁻¹
Energy above the lowest of the compared OMol25 structures with the same formula, charge and spin ... 1.739 eV
E_HOMO ... -9.71 eV
Lowest unoccupied orbital energy ... 0.517 eV



The following is a DFT calculation (ωB97M-V with the def2-TZVPD basis set) of a molecular structure, C52H51Cl3I2LaN5O4 in a non-equilibrium geometry.

Structure (XYZ):
```
118
Properties=species:S:1:pos:R:3:forces:R:3:mulliken_charge:R:1
Cl 18.851546 20.104221 14.803159 -0.403 -0.449 -0.100 -0.29
C 10.648727 11.216082 9.463729 0.110 -0.060 0.078 -0.05
H 11.917419 7.502424 6.971094 -0.342 0.114 -0.193 0.41
C 14.921076 11.386833 8.185758 0.452 -0.567 0.038 -0.58
H 14.032627 17.578478 15.587523 0.213 0.081 0.389 0.45
H 18.006862 13.142267 15.836380 0.106 0.708 0.141 0.41
C 17.554942 10.015587 14.818748 0.188 0.371 -0.390 -0.77
C 11.525545 10.234700 9.940001 -0.138 0.085 0.200 -0.01
C 12.569458 10.657988 10.719887 0.359 -0.508 0.589 -0.76
C 12.708696 12.005979 11.037434 0.187 -0.857 -0.070 -0.94
C 10.772368 17.369593 8.430052 0.491 -0.340 -0.379 -1.13
C 13.372475 8.844607 14.581381 0.099 -0.892 -0.121 -0.67
H 8.572441 15.472440 12.271080 0.222 -0.111 -0.076 0.67
C 11.509865 17.996049 7.233099 -0.330 -0.213 0.326 -1.00
H 15.806754 9.236633 13.931720 -0.167 -0.115 -0.004 0.49
C 10.949220 7.864005 7.352708 0.540 -0.853 -0.096 -1.18
H 10.798676 15.080790 10.174356 -0.321 -0.129 0.014 -0.59
H 14.315299 11.048846 6.146942 0.064 0.342 0.296 0.40
O 14.514030 14.410227 10.116071 0.545 0.050 0.301 -0.53
C 10.797030 9.336840 7.097868 0.046 0.829 0.689 -0.50
H 15.281691 10.367861 8.294365 -0.046 0.024 0.124 0.40
H 13.544732 17.080162 17.976598 -0.122 -0.061 0.271 0.40
C 13.576473 12.567191 13.967668 -0.120 0.655 -0.137 0.21
Cl 16.097538 15.654215 13.252364 -0.098 0.070 -0.101 0.06
C 11.724130 18.815652 10.166909 0.425 -0.629 -0.249 -1.24
H 14.336422 8.574088 15.016048 -0.334 0.133 -0.180 0.55
N 11.869772 12.939885 10.634958 -0.641 0.316 -0.289 1.32
C 14.048614 11.281780 14.268540 -0.295 -0.199 0.347 -0.39
H 12.636850 19.136087 9.639402 -0.303 -0.229 0.313 0.23
H 11.885783 18.827666 11.245949 0.359 0.068 -0.112 0.28
H 10.095126 14.863272 16.717379 0.275 0.177 -0.180 0.33
C 10.243756 17.054752 10.673183 -0.274 -0.098 0.491 -1.35
H 13.526585 12.283682 11.670896 0.195 0.339 0.198 0.29
H 13.552922 13.406835 5.865185 -0.278 0.212 -0.563 0.53
C 14.535409 13.586133 9.115113 -0.374 -0.077 -0.866 -0.35
H 6.502390 8.427289 7.467005 -0.121 0.112 -0.079 0.40
H 17.883535 17.325711 14.627143 0.126 -0.149 0.091 0.50
H 13.914488 16.054566 8.550701 0.071 -0.246 -0.034 -0.11
C 10.355182 15.285266 14.076301 0.500 0.507 -0.430 -1.27
N 11.337738 17.424972 9.797678 0.163 1.200 -0.478 0.92
H 10.541987 7.186041 13.614081 -0.212 0.023 -0.032 0.41
H 11.377894 11.418190 13.784941 -0.199 0.195 0.009 0.26
H 7.207806 9.262598 8.868098 0.168 -0.229 -0.225 0.30
C 15.569240 18.108601 12.194774 -0.309 -0.979 0.217 -1.35
N 12.916413 15.926809 6.795222 -0.508 0.637 -0.905 -0.72
H 7.965928 7.772394 8.162211 -0.116 0.078 0.355 0.25
H 9.337643 15.130266 14.397886 -0.642 -0.301 0.292 0.39
H 10.145075 7.272796 6.902992 0.108 0.071 -0.041 0.36
C 10.976205 15.467758 16.466749 -0.730 -0.220 -0.255 -0.66
H 13.105976 17.793038 5.856379 0.211 -0.238 0.417 0.42
C 16.381499 17.361497 13.106156 0.357 0.757 0.415 0.45
C 11.205711 8.009390 13.827862 0.368 0.134 0.339 -0.87
N 10.601558 15.217788 12.821223 0.618 0.262 0.528 0.79
H 13.590394 17.785290 7.582366 0.372 -0.077 0.009 0.21
H 18.103049 9.120685 14.614842 0.260 -0.603 -0.030 0.34
H 9.074843 15.457824 9.826380 0.394 -0.238 0.194 0.53
H 11.652864 9.886849 7.507268 -0.198 -0.114 -0.153 0.34
C 11.264271 15.724064 15.118385 0.546 0.392 -0.029 0.92
H 13.277103 9.960514 11.180525 -0.306 0.201 -0.243 0.54
C 16.227907 10.089805 14.432718 0.608 -0.292 0.256 -0.56
H 10.799627 17.866131 6.405092 0.162 -0.030 0.004 0.42
O 12.717983 16.893311 13.624494 0.208 0.426 -0.532 -0.36
C 7.437611 8.706465 7.951704 0.038 -0.253 -0.157 -1.10
C 10.832981 9.350357 13.743723 -0.377 0.292 -0.429 -0.20
C 13.556604 15.402401 7.741336 0.836 -0.539 0.859 0.43
C 16.838400 20.077355 13.000564 -0.214 0.016 0.199 -0.71
H 10.629194 16.316718 8.155837 -0.051 0.107 0.246 0.24
C 13.090002 10.206022 14.262728 0.189 -0.449 0.056 0.73
H 11.352643 9.169107 9.780860 0.060 0.371 -0.112 0.31
C 17.334775 17.942648 13.937224 -0.091 -0.299 -0.155 -0.82
C 17.566880 19.305925 13.873685 0.321 0.130 -0.117 0.28
H 10.769932 9.552056 6.032943 0.077 -0.053 -0.285 0.38
O 14.670160 17.509818 11.490381 0.008 0.526 -0.006 0.07
C 16.163801 12.376100 15.093738 -0.183 -0.463 0.004 -0.50
La 13.212662 15.488416 11.800317 -0.297 -0.103 0.528 3.13
C 15.035158 12.266217 9.227475 -0.462 1.064 -0.119 -0.80
C 13.182505 16.993248 15.916639 0.098 0.354 -1.218 -0.72
C 12.487267 7.784220 14.308603 0.927 0.077 0.512 -0.48
C 13.942381 13.081143 6.802740 0.166 -0.335 0.740 -0.50
C 9.507156 14.997418 11.913341 -0.422 -0.357 -0.215 -1.84
H 12.833439 6.752949 14.524016 -0.219 0.662 -0.161 0.31
C 13.288067 13.705435 13.599435 0.067 0.426 -0.240 -1.03
H 19.297993 11.086542 15.565540 -0.470 -0.008 -0.032 0.35
H 7.832935 10.421992 6.692846 -0.336 0.410 -0.053 0.42
I 17.592321 18.715763 8.149956 -0.210 -0.949 0.435 -0.26
C 17.492410 12.293493 15.441626 0.367 -0.108 0.060 -0.71
I 16.798808 16.303424 9.269406 0.248 0.906 -0.430 0.28
H 10.158114 13.299201 9.481546 0.331 -0.457 0.334 0.46
H 8.593904 8.963381 6.130049 -0.077 -0.175 0.019 0.46
Cl 14.971515 20.622112 11.246367 -0.495 -0.121 -0.465 -0.29
C 15.854825 19.492006 12.217062 0.321 0.299 0.052 0.60
C 11.746901 15.951649 17.490865 -0.013 -0.084 0.517 -0.70
C 12.877631 17.385259 6.859353 -0.809 0.563 -0.190 -0.41
H 9.816244 9.595962 13.459211 -0.122 0.026 -0.038 0.37
C 9.473427 10.887306 8.612565 -0.251 0.001 -0.084 -0.26
H 15.596601 13.276371 15.190128 -0.098 0.576 0.134 0.69
N 9.572648 9.889169 7.679185 0.212 -0.084 -0.007 0.29
H 16.982244 21.150504 12.979223 0.003 -0.096 -0.149 0.37
H 11.607830 19.084361 7.367394 0.185 -0.253 -0.026 0.33
C 15.467968 11.249181 14.620336 -0.713 -0.799 -0.336 0.55
C 8.323574 9.523401 7.026203 0.254 -0.107 -0.011 -0.87
C 13.983835 13.993354 7.860758 0.004 -0.121 0.063 0.64
C 9.896764 15.580035 10.553683 -0.470 0.091 -0.044 0.60
H 10.927637 19.534361 9.966319 -0.331 0.105 -0.231 0.36
H 9.349681 17.671223 10.456514 0.081 0.021 0.108 0.55
C 10.845648 12.532383 9.872574 -0.133 0.215 -0.717 -0.93
H 10.550196 17.278005 11.695598 -0.004 -0.022 0.101 0.48
H 15.389474 12.008073 10.194922 0.486 -0.442 0.585 0.75
C 12.399961 16.553580 14.813306 -0.666 -0.809 1.019 0.22
H 9.777687 17.828200 8.492859 -0.174 0.120 -0.222 0.63
H 9.315039 13.916274 11.846493 -0.003 0.182 -0.207 0.37
C 18.230375 11.120845 15.318332 -0.044 -0.140 0.079 -0.51
H 11.494660 15.766175 18.516770 -0.193 -0.256 0.314 0.37
C 12.877814 16.707035 17.211222 0.339 0.214 -0.297 -0.73
C 14.387279 11.770082 6.970381 -0.442 0.302 -0.925 -0.60
H 10.980096 7.612919 8.409924 -0.213 0.187 0.189 0.28
O 8.394443 11.451983 8.757654 0.092 0.239 0.196 -0.72
C 11.703002 10.402130 13.938795 0.681 -0.067 -0.022 -0.58
```
Forces are in eV/Å.

Values from the calculation:
Orbital gap ... 0.0962 Eh
E ... -125024.576 eV
Molar mass ... 1309.08 g mol⁻¹
Charge ... -2
Energy above the lowest of the compared OMol25 structures with the same formula, charge and spin ... 0.000 eV
E_HOMO ... -0.36 eV
Lowest unoccupied orbital energy ... 2.262 eV